No. 1
This record from OMol25 describes a cluster of 2 separate species, C4H12 in total. The level of theory is the ωB97M-V functional and the def2-TZVPD basis.

```
16
Properties=species:S:1:pos:R:3:forces:R:3:nbo_charge:R:1
C -1.402 -0.066 -1.563 -2.39 0.75 -1.08 -0.624
C -2.077 0.423 -0.287 -2.30 -2.36 1.17 -0.611
H -0.432 -0.508 -1.578 0.55 -0.57 0.82 0.215
H -2.146 -0.730 -2.046 0.72 -0.03 0.08 0.206
H -1.331 0.750 -2.267 0.15 0.49 -0.26 0.204
H -2.807 1.242 -0.283 -0.09 -0.18 -1.31 0.214
H -1.447 0.828 0.440 1.58 -0.01 1.34 0.204
H -2.729 -0.468 0.194 1.75 1.89 -0.76 0.192
C 1.537 0.539 0.765 3.10 -0.97 -3.51 -0.598
C 1.951 -0.928 1.118 2.35 4.58 0.73 -0.596
H 0.839 0.928 1.412 -1.26 1.37 1.36 0.200
H 2.522 1.132 0.573 -1.61 -0.60 1.41 0.202
H 1.221 0.616 -0.312 -0.62 -0.38 1.06 0.196
H 2.454 -0.846 2.105 0.32 -0.37 -0.76 0.197
H 2.580 -1.154 0.299 1.03 -1.08 -0.34 0.203
H 1.224 -1.593 1.260 -3.28 -2.53 0.08 0.196
```
Forces are in eV/Å.

Summary:
- E_LUMO: 0.04261 hartree
- Multiplicity: 1
- SMILES: CC.CC
- Total energy: -159.53644 Eh


No. 2
This record from OMol25 describes a cluster of 2 separate species, C4H12 in total. The level of theory is the ωB97M-V functional and the def2-TZVPD basis.

```
16
Properties=species:S:1:pos:R:3:forces:R:3:nbo_charge:R:1
C -2.004 1.697 -0.363 -0.25 -0.28 0.44 -0.615
C -0.686 1.711 0.422 0.75 -0.04 -0.62 -0.619
H -1.969 0.806 -0.985 -0.43 -0.01 -0.17 0.203
H -2.904 1.651 0.250 0.11 -0.14 0.19 0.205
H -2.171 2.554 -1.010 0.41 0.11 -0.08 0.209
H -0.657 1.338 1.441 -0.70 0.04 0.22 0.209
H -0.190 2.682 0.429 -0.12 0.02 0.01 0.206
H -0.021 1.017 -0.102 0.19 0.32 0.04 0.201
C 1.541 -1.390 -0.690 0.10 -0.37 -0.11 -0.608
C 1.127 -2.066 0.608 -0.05 1.48 1.21 -0.615
H 1.627 -0.328 -0.500 -0.24 0.31 -0.15 0.203
H 2.520 -1.667 -1.084 -0.06 -0.36 0.16 0.205
H 0.797 -1.577 -1.462 0.06 0.15 -0.18 0.201
H 1.237 -3.138 0.723 -0.03 -0.09 -0.30 0.210
H 0.118 -1.734 0.882 -0.28 -0.59 -0.48 0.204
H 1.635 -1.557 1.443 0.53 -0.56 -0.17 0.201
```
Forces are in eV/Å.

Summary:
- E_LUMO: 0.04208 hartree
- Multiplicity: 1
- SMILES: CC.CC
- Total energy: -159.57033 Eh


No. 3
This record from OMol25 describes a cluster of 2 separate species, C4H12 in total. The level of theory is the ωB97M-V functional and the def2-TZVPD basis.

```
16
Properties=species:S:1:pos:R:3:forces:R:3:nbo_charge:R:1
C -0.495 -1.993 0.459 -1.23 -2.89 1.87 -0.623
C -0.698 -1.455 1.887 1.27 0.97 0.27 -0.631
H -0.696 -1.401 -0.371 0.19 1.79 -1.14 0.210
H 0.526 -2.449 0.439 -1.19 0.00 -0.63 0.207
H -1.368 -2.715 0.383 1.55 -0.07 -0.40 0.204
H -1.202 -2.186 2.559 -0.73 0.95 -0.78 0.213
H -1.068 -0.352 1.857 0.60 -2.13 0.77 0.216
H 0.313 -1.613 2.334 -0.46 1.38 0.03 0.204
C -0.086 1.733 -0.755 0.45 -1.25 -2.97 -0.608
C 1.270 1.761 -1.578 -1.40 -3.23 0.67 -0.602
H 0.004 1.019 0.040 -0.31 -0.26 0.50 0.203
H -0.209 2.745 -0.391 -0.87 -0.08 0.12 0.207
H -0.856 1.311 -1.573 1.07 1.46 2.36 0.202
H 1.064 1.168 -2.520 1.04 0.38 1.17 0.200
H 2.167 1.473 -0.982 -0.70 -0.16 -0.67 0.204
H 1.377 2.726 -1.854 0.73 3.14 -1.18 0.194
```
Forces are in eV/Å.

Summary:
- E_LUMO: 0.04093 hartree
- Multiplicity: 1
- SMILES: CC.CC
- Total energy: -159.52742 Eh


No. 4
This record from OMol25 describes a cluster of 2 separate species, C4H12 in total. The level of theory is the ωB97M-V functional and the def2-TZVPD basis.

```
16
Properties=species:S:1:pos:R:3:forces:R:3:nbo_charge:R:1
C -1.288 1.673 -0.469 0.53 -0.19 0.41 -0.601
C -0.974 0.946 -1.767 -1.09 0.16 0.16 -0.606
H -0.945 2.710 -0.511 -0.20 -0.07 0.09 0.202
H -2.339 1.637 -0.213 -0.27 0.12 -0.05 0.202
H -0.760 1.176 0.355 -0.01 0.27 -0.04 0.196
H -1.160 -0.122 -1.638 0.40 -0.06 -0.09 0.202
H 0.050 1.169 -2.040 0.12 -0.29 -0.40 0.204
H -1.692 1.262 -2.539 0.54 0.07 -0.05 0.202
C 1.783 -0.890 1.152 -0.16 -1.13 0.45 -0.606
C 0.475 -1.704 1.055 0.65 0.74 -0.24 -0.602
H 1.931 -0.335 0.232 0.16 0.36 0.18 0.204
H 1.789 -0.292 2.062 -0.17 0.54 -0.30 0.203
H 2.631 -1.562 1.307 0.04 -0.04 -0.32 0.199
H 0.527 -2.401 0.230 0.03 -0.28 -0.21 0.200
H 0.296 -2.264 1.967 -0.28 0.07 0.09 0.203
H -0.324 -1.001 0.816 -0.29 -0.27 0.34 0.198
```
Forces are in eV/Å.

Summary:
- E_LUMO: 0.04300 hartree
- Multiplicity: 1
- SMILES: CC.CC
- Total energy: -159.58014 Eh


No. 5
This record from OMol25 describes a cluster of 2 separate species, C4H12 in total. The level of theory is the ωB97M-V functional and the def2-TZVPD basis.

```
16
Properties=species:S:1:pos:R:3:forces:R:3:nbo_charge:R:1
C -1.179 1.605 -0.727 1.80 0.96 -2.79 -0.643
C 0.321 1.662 -0.217 -2.97 9.83 -1.98 -0.597
H -1.580 0.703 -1.165 0.12 -1.09 1.07 0.219
H -1.871 2.130 -0.119 -0.60 0.05 0.78 0.211
H -1.231 2.114 -1.729 0.27 0.43 0.92 0.209
H 1.028 2.382 -0.824 -1.15 -2.38 -0.14 0.213
H 0.350 2.499 0.569 -0.45 -1.89 0.10 0.212
H 0.687 0.834 0.066 3.01 -5.57 2.17 0.178
C 0.466 -1.833 -0.244 -3.25 0.57 -0.06 -0.618
C 0.487 -1.574 1.255 0.84 -3.55 0.35 -0.621
H 0.429 -0.760 -0.620 0.64 -2.06 -0.86 0.211
H 1.113 -2.618 -0.617 0.85 0.74 -0.22 0.218
H -0.570 -2.294 -0.490 1.37 0.91 0.26 0.192
H -0.456 -1.138 1.520 0.05 0.88 0.62 0.215
H 1.436 -1.147 1.522 -0.05 1.19 0.39 0.207
H 0.569 -2.562 1.821 -0.49 0.97 -0.61 0.195
```
Forces are in eV/Å.

Summary:
- E_LUMO: 0.04290 hartree
- Multiplicity: 1
- SMILES: CC.CC
- Total energy: -159.50786 Eh


No. 6
This record from OMol25 describes a cluster of 2 separate species, C4H12 in total. The level of theory is the ωB97M-V functional and the def2-TZVPD basis.

```
16
Properties=species:S:1:pos:R:3:forces:R:3:nbo_charge:R:1
C 0.840 -0.597 -1.678 0.81 1.72 -4.57 -0.604
C 0.136 0.739 -1.601 0.64 1.05 -2.06 -0.599
H 0.862 -1.075 -0.800 0.75 -1.60 3.41 0.200
H 0.414 -1.314 -2.374 -0.71 0.10 -0.19 0.201
H 1.811 -0.399 -2.203 -0.24 -0.44 1.23 0.202
H 0.275 1.325 -2.586 -0.39 -1.01 1.30 0.200
H 0.655 1.372 -0.872 -0.54 -0.16 -0.09 0.199
H -0.928 0.612 -1.446 -0.18 0.37 0.44 0.206
C -0.430 0.696 1.726 0.12 -0.18 0.50 -0.621
C -0.637 -0.877 1.693 1.35 2.93 -6.55 -0.591
H 0.341 0.744 2.488 0.34 0.93 0.08 0.198
H -0.043 1.234 0.749 -1.14 -1.58 2.28 0.219
H -1.329 1.214 2.161 0.79 -0.38 -0.70 0.202
H 0.362 -1.298 1.343 -1.42 0.22 0.29 0.194
H -1.425 -1.010 0.880 1.03 -0.60 0.96 0.194
H -0.905 -1.364 2.517 -1.21 -1.37 3.68 0.200
```
Forces are in eV/Å.

Summary:
- E_LUMO: 0.04427 hartree
- Multiplicity: 1
- SMILES: CC.CC
- Total energy: -159.53837 Eh


No. 7
This record from OMol25 describes a cluster of 2 separate species, C4H12 in total. The level of theory is the ωB97M-V functional and the def2-TZVPD basis.

```
16
Properties=species:S:1:pos:R:3:forces:R:3:nbo_charge:R:1
C 2.410 0.012 -0.447 -1.16 0.31 -0.19 -0.619
C 1.320 1.068 -0.174 0.37 2.19 0.37 -0.626
H 3.101 -0.028 0.396 -0.14 -0.31 -0.08 0.209
H 1.952 -0.978 -0.653 0.57 0.53 0.07 0.208
H 2.956 0.386 -1.303 0.32 -0.46 -0.27 0.212
H 1.152 1.862 -0.933 0.59 -0.77 -0.29 0.204
H 1.638 1.714 0.667 -0.21 -0.46 -0.04 0.202
H 0.304 0.795 0.031 -0.07 -0.74 0.18 0.210
C -2.177 -0.653 -0.428 1.17 -1.45 2.30 -0.623
C -1.557 -0.473 1.018 -0.78 0.86 -0.30 -0.615
H -2.928 0.102 -0.572 0.02 0.23 -0.73 0.213
H -1.339 -0.760 -1.111 -0.36 0.66 -0.60 0.211
H -2.630 -1.647 -0.390 -0.33 0.23 -0.39 0.206
H -0.485 -0.378 1.052 0.29 -0.49 -0.19 0.204
H -1.844 -1.265 1.706 -0.14 0.07 0.00 0.204
H -1.882 0.499 1.419 -0.15 -0.38 0.16 0.200
```
Forces are in eV/Å.

Summary:
- E_LUMO: 0.04240 hartree
- Multiplicity: 1
- SMILES: CC.CC
- Total energy: -159.55761 Eh


No. 8
This record from OMol25 describes a cluster of 2 separate species, C4H12 in total. The level of theory is the ωB97M-V functional and the def2-TZVPD basis.

```
16
Properties=species:S:1:pos:R:3:forces:R:3:nbo_charge:R:1
C 0.949 -2.074 0.525 -0.04 0.81 1.11 -0.627
C 0.610 -1.783 -0.921 0.50 -0.42 -1.19 -0.626
H 1.986 -2.353 0.672 0.05 -0.59 -0.10 0.210
H 0.893 -1.176 1.139 -0.09 0.49 -0.15 0.204
H 0.273 -2.715 1.094 0.15 -0.51 -0.56 0.212
H 0.472 -0.725 -1.139 -0.35 -0.04 0.20 0.212
H -0.212 -2.370 -1.338 -0.29 0.27 0.37 0.210
H 1.431 -2.066 -1.593 0.10 -0.02 0.30 0.205
C -1.276 1.443 -0.164 -0.86 -0.62 0.73 -0.626
C -0.364 2.418 0.585 1.20 -0.36 -1.06 -0.627
H -1.208 1.580 -1.239 0.15 -0.34 -0.06 0.207
H -1.099 0.413 0.155 0.55 -0.03 -0.55 0.210
H -2.353 1.471 0.063 0.22 0.80 0.14 0.208
H -0.871 3.217 1.106 0.09 0.20 0.03 0.213
H 0.394 1.940 1.205 -0.69 -0.38 0.78 0.209
H 0.375 2.781 -0.150 -0.70 0.75 0.01 0.207
```
Forces are in eV/Å.

Summary:
- E_LUMO: 0.04265 hartree
- Multiplicity: 1
- SMILES: CC.CC
- Total energy: -159.56168 Eh


No. 9
This record from OMol25 describes a cluster of 2 separate species, C4H12 in total. The level of theory is the ωB97M-V functional and the def2-TZVPD basis.

```
16
Properties=species:S:1:pos:R:3:forces:R:3:nbo_charge:R:1
C -1.756 0.461 1.853 1.20 -0.27 -4.17 -0.595
C -0.954 -0.842 1.609 0.16 0.45 0.38 -0.607
H -1.746 1.097 0.908 0.02 -0.54 1.21 0.194
H -2.752 0.218 2.005 -1.95 -0.44 0.44 0.200
H -1.429 1.021 2.646 1.04 1.44 1.89 0.198
H -0.160 -0.828 0.788 -1.02 0.18 1.86 0.202
H -1.696 -1.554 1.290 -0.04 -0.67 -0.18 0.201
H -0.610 -1.144 2.624 0.36 -0.25 -1.02 0.205
C 1.740 0.940 -1.837 -1.92 -1.11 -1.19 -0.616
C 1.146 -0.487 -1.598 -3.80 0.31 1.78 -0.619
H 2.773 0.975 -1.712 1.79 -0.09 0.39 0.208
H 1.556 1.114 -2.899 0.12 0.58 0.06 0.208
H 1.300 1.765 -1.246 -0.08 -0.75 -0.24 0.212
H 0.602 -0.480 -0.565 1.25 -0.07 -1.93 0.192
H 1.708 -1.387 -1.594 1.60 -0.25 0.09 0.214
H 0.278 -0.867 -2.273 1.28 1.48 0.62 0.203
```
Forces are in eV/Å.

Summary:
- E_LUMO: 0.04210 hartree
- Multiplicity: 1
- SMILES: CC.CC
- Total energy: -159.54158 Eh


No. 10
This record from OMol25 describes a cluster of 2 separate species, C4H12 in total. The level of theory is the ωB97M-V functional and the def2-TZVPD basis.

```
16
Properties=species:S:1:pos:R:3:forces:R:3:nbo_charge:R:1
C 0.338 1.424 0.046 0.52 0.88 0.00 -0.611
C 0.255 2.924 0.252 -0.75 0.88 0.43 -0.610
H 1.332 1.127 0.386 -0.27 -0.49 0.26 0.207
H -0.473 0.921 0.564 0.21 -0.28 0.02 0.208
H 0.333 1.192 -1.019 -0.34 0.02 0.02 0.202
H -0.747 3.346 0.106 0.06 -0.27 -0.72 0.200
H 0.965 3.441 -0.396 -0.08 0.15 0.15 0.203
H 0.389 3.258 1.289 0.67 -0.43 -0.08 0.202
C 0.266 -1.742 -0.396 0.71 -0.35 0.00 -0.617
C -0.894 -2.661 -0.015 -0.40 0.22 1.29 -0.620
H 0.028 -0.746 -0.757 -0.39 -0.41 -0.07 0.216
H 0.860 -1.594 0.511 0.07 0.11 -0.18 0.201
H 0.960 -2.196 -1.109 -0.23 0.00 -0.12 0.203
H -1.902 -2.404 -0.343 0.21 0.15 -0.57 0.207
H -0.976 -2.571 1.078 -0.16 -0.25 -0.15 0.200
H -0.733 -3.721 -0.196 0.17 0.06 -0.28 0.209
```
Forces are in eV/Å.

Summary:
- E_LUMO: 0.04000 hartree
- Multiplicity: 1
- SMILES: CC.CC
- Total energy: -159.56806 Eh